Arrangement 1

A structure of composition C24H22N6O10RhS2. Source: the Open Molecules 2025 dataset; level of theory: the ωB97M-V functional and the def2-TZVPD basis.

The value obtained for the HOMO energy is -0.207 Eh. The HOMO-LUMO gap is 7.153 eV. As for the charge: -1.

Positions of all 65 atoms, in Å:
Rh: 1.05 1.58 0.04
C: 0.73 0.03 5.12
C: 2.00 0.88 5.09
N: 1.95 1.92 4.09
C: 2.03 1.68 2.77
S: 1.85 3.03 1.67
N: 2.31 0.44 2.38
N: 2.30 0.43 1.02
C: 3.22 -0.16 0.34
C: 4.26 -1.01 0.97
C: 3.25 0.26 -1.08
C: 3.97 -0.37 -2.07
C: 3.94 0.15 -3.36
C: 3.19 1.29 -3.61
C: 2.49 1.88 -2.57
N: 2.55 1.39 -1.34
H: 0.82 -0.75 5.88
H: 0.56 -0.44 4.16
H: -0.14 0.65 5.35
H: 2.87 0.25 4.90
H: 2.15 1.37 6.05
H: 1.69 2.86 4.35
H: 3.82 -1.60 1.77
H: 5.03 -0.38 1.43
H: 4.74 -1.67 0.25
H: 4.52 -1.27 -1.86
H: 4.47 -0.35 -4.16
H: 3.12 1.71 -4.61
H: 1.85 2.74 -2.70
O: -2.11 0.22 2.30
C: -1.25 0.29 1.43
O: -0.39 1.25 1.41
C: -1.23 -0.82 0.38
C: -2.04 -1.89 0.66
C: -2.12 -2.99 -0.20
C: -1.38 -3.04 -1.36
C: -0.60 -1.95 -1.67
C: -0.47 -0.80 -0.84
O: 0.29 0.15 -1.22
N: 0.17 -2.04 -2.91
O: 0.62 -3.14 -3.21
O: 0.22 -1.06 -3.63
N: -2.99 -4.11 0.13
O: -3.02 -5.06 -0.63
O: -3.62 -4.06 1.17
H: -2.63 -1.86 1.56
H: -1.41 -3.90 -2.01
C: -4.49 -1.49 -1.20
C: -3.76 -0.18 -1.23
C: -2.97 0.17 -2.32
C: -2.24 1.35 -2.32
C: -2.29 2.19 -1.21
C: -3.08 1.86 -0.12
C: -3.81 0.68 -0.14
S: -1.23 3.61 -1.16
O: -1.47 4.28 0.10
O: -1.42 4.36 -2.37
O: 0.13 2.96 -1.21
H: -4.46 -1.99 -2.17
H: -5.54 -1.36 -0.92
H: -4.04 -2.17 -0.47
H: -2.91 -0.49 -3.18
H: -1.60 1.61 -3.16
H: -3.07 2.50 0.75
H: -4.39 0.40 0.73

Arrangement 2

A structure of composition C24H22N6O10RhS2. Source: the Open Molecules 2025 dataset; level of theory: the ωB97M-V functional and the def2-TZVPD basis.

The value obtained for the HOMO energy is -0.206 Eh. The HOMO-LUMO gap is 7.354 eV. As for the charge: -1.

Positions of all 65 atoms, in Å:
Rh: 0.12 -0.30 0.22
C: 5.22 -0.97 2.52
C: 5.09 -0.54 1.06
N: 4.22 0.61 0.91
C: 2.90 0.53 0.62
S: 2.27 -0.91 -0.12
N: 2.20 1.60 0.90
N: 0.89 1.48 0.59
C: 0.11 2.49 0.75
C: 0.60 3.83 1.19
C: -1.32 2.25 0.54
C: -2.22 3.29 0.39
C: -3.56 3.01 0.18
C: -3.96 1.68 0.15
C: -3.00 0.69 0.31
N: -1.72 0.96 0.51
H: 5.89 -1.83 2.61
H: 4.25 -1.24 2.92
H: 5.63 -0.16 3.13
H: 4.68 -1.35 0.48
H: 6.07 -0.30 0.64
H: 4.44 1.43 1.46
H: 1.63 3.75 1.53
H: -0.02 4.22 2.00
H: 0.56 4.54 0.36
H: -1.86 4.31 0.41
H: -4.27 3.80 0.04
H: -4.99 1.41 -0.01
H: -3.26 -0.36 0.28
O: -0.55 -1.13 4.12
C: -0.39 -1.35 2.92
O: 0.24 -0.48 2.18
C: -0.89 -2.66 2.35
C: -1.63 -3.45 3.21
C: -2.08 -4.71 2.84
C: -1.75 -5.24 1.60
C: -0.98 -4.48 0.76
C: -0.56 -3.13 1.04
O: 0.02 -2.46 0.14
N: -0.57 -5.11 -0.50
O: -1.41 -5.75 -1.12
O: 0.57 -4.94 -0.88
N: -2.87 -5.50 3.76
O: -3.15 -5.01 4.84
O: -3.21 -6.62 3.40
H: -1.85 -3.06 4.19
H: -2.07 -6.22 1.30
C: 1.92 -5.38 -4.62
C: 1.13 -4.18 -4.16
C: 1.76 -3.02 -3.76
C: 1.04 -1.94 -3.26
C: -0.34 -2.05 -3.16
C: -0.99 -3.20 -3.58
C: -0.26 -4.25 -4.08
S: -1.32 -0.78 -2.41
O: -0.31 0.21 -1.87
O: -2.20 -0.26 -3.42
O: -2.04 -1.43 -1.32
H: 2.98 -5.14 -4.72
H: 1.55 -5.75 -5.58
H: 1.82 -6.19 -3.89
H: 2.84 -2.95 -3.82
H: 1.53 -1.05 -2.92
H: -2.07 -3.27 -3.48
H: -0.77 -5.17 -4.36

Which structure is most stable? arrangement 1, by 0.159 eV over the runner-up.

Arrangement 1

The ion C6H6N3O4 with charge -1. Source: the Open Molecules 2025 dataset; level of theory: the ωB97M-V functional and the def2-TZVPD basis.

Its SMILES is C=Cn1cc/c(=[N+](\[O-])OC(=O)[O-])[nH]1. The value obtained for the HOMO energy (spin up / spin down) is -0.134 / -0.134 Eh. The HOMO-LUMO gap (spin up / spin down) is 6.875 / 6.876 eV. As for the charge: -1.

Positions of all 19 atoms, in Å:
C: -2.51 1.63 0.02
C: -2.40 0.28 -0.03
N: -1.33 -0.45 0.08
C: -1.05 -1.54 -0.71
C: 0.22 -2.01 -0.52
C: 0.83 -0.93 0.35
N: 2.12 -0.88 0.34
O: 2.76 -1.74 -0.37
O: 2.77 0.14 1.01
C: 2.73 1.45 0.39
O: 3.67 2.10 0.71
O: 1.60 1.78 -0.06
N: -0.16 -0.07 0.77
H: -3.46 2.13 -0.01
H: -1.61 2.33 0.30
H: -3.10 -0.39 -0.56
H: -1.99 -2.00 -1.25
H: 0.87 -2.73 -0.91
H: 0.04 0.91 0.46

Arrangement 2

The ion C6H6N3O4 with charge -1. Source: the Open Molecules 2025 dataset; level of theory: the ωB97M-V functional and the def2-TZVPD basis.

Its SMILES is C[C@](C(=O)[O-])(n1cccn1)[N+](=O)[O-]. The value obtained for the HOMO energy is -0.175 Eh. The HOMO-LUMO gap is 8.536 eV. As for the charge: -1.

Positions of all 19 atoms, in Å:
C: -0.30 -1.52 1.35
C: 0.35 -0.74 0.30
C: 1.83 -0.07 1.18
O: 2.55 -1.02 1.37
O: 1.73 1.10 1.43
N: -0.39 0.37 -0.29
C: 0.15 1.34 -1.02
C: -0.91 2.16 -1.38
C: -2.00 1.65 -0.69
N: -1.82 0.50 -0.12
N: 0.84 -1.59 -0.88
O: 1.03 -0.97 -1.95
O: 1.00 -2.77 -0.78
H: -0.63 -0.79 2.14
H: 0.31 -2.34 1.80
H: -1.32 -2.10 1.07
H: 1.16 1.50 -1.12
H: -0.72 3.13 -1.75
H: -2.87 2.17 -0.67

Which structure is most stable? arrangement 2, by 2.225 eV over the runner-up.

Arrangement 1

A cluster of 2 separate species, CH3FS2 in total. Source: the Open Molecules 2025 dataset; level of theory: the ωB97M-V functional and the def2-TZVPD basis.

The value obtained for the HOMO energy (spin up / spin down) is -0.308 / -0.309 Eh. The HOMO-LUMO gap (spin up / spin down) is 4.866 / 4.880 eV. As for the charge: 0.

Positions of all 7 atoms, in Å:
C: -0.73 0.40 0.96
F: 1.57 -1.77 -1.34
S: -0.42 1.06 -0.64
S: 1.98 -0.70 -2.51
H: 0.22 0.41 1.44
H: -1.20 -0.56 0.82
H: -1.42 1.16 1.27

Arrangement 2

A cluster of 2 separate species, CH3FS2 in total. Source: the Open Molecules 2025 dataset; level of theory: the ωB97M-V functional and the def2-TZVPD basis.

Its SMILES is C=S.FS. The value obtained for the HOMO energy is -0.330 Eh. The HOMO-LUMO gap is 8.468 eV. As for the charge: 0.

Positions of all 7 atoms, in Å:
C: 1.89 -0.60 0.20
S: 2.73 0.32 -0.82
H: 2.20 -1.39 0.88
H: 0.88 -0.39 0.08
F: -3.08 0.99 0.97
S: -2.70 0.13 -0.37
H: -1.93 0.95 -0.94

Which structure is most stable? arrangement 2, by 2.232 eV over the runner-up.

Arrangement 1

The molecule C6H5N. Source: the Open Molecules 2025 dataset; level of theory: the ωB97M-V functional and the def2-TZVPD basis.

The value obtained for the HOMO energy is -0.355 Eh. The HOMO-LUMO gap is 9.955 eV. As for the charge: 0.

Positions of all 12 atoms, in Å:
C: 0.96 1.93 -0.10
C: 1.25 0.73 -0.49
C: 0.77 -0.66 -0.64
N: 0.54 -1.48 0.54
C: -0.62 -0.95 -0.19
C: -1.38 0.15 0.37
C: -1.98 1.09 0.83
H: 2.30 1.04 -0.66
H: 1.18 -1.19 -1.50
H: 0.69 -0.93 1.38
H: -1.19 -1.71 -0.72
H: -2.59 1.86 1.24

Arrangement 2

The molecule C6H5N. Source: the Open Molecules 2025 dataset; level of theory: the ωB97M-V functional and the def2-TZVPD basis.

Its SMILES is C#C[C@@H]1N[C@@H]1C#C. The value obtained for the HOMO energy is -0.331 Eh. The HOMO-LUMO gap is 9.523 eV. As for the charge: 0.

Positions of all 12 atoms, in Å:
C: -1.93 0.82 0.89
C: -1.02 0.41 0.21
C: -0.61 -0.85 -0.32
N: 0.45 -1.59 0.27
C: 0.96 -0.80 -0.81
C: 1.44 0.50 -0.56
C: 1.10 1.58 -0.10
H: -2.50 1.37 1.58
H: -1.38 -1.41 -0.86
H: 0.71 -1.25 1.19
H: 1.27 -1.29 -1.71
H: 1.40 2.49 0.29

Which structure is most stable? arrangement 2, by 0.204 eV over the runner-up.

Arrangement 1

A cluster of 2 separate species, C2H10NOS in total. Source: the Open Molecules 2025 dataset; level of theory: the ωB97M-V functional and the def2-TZVPD basis.

The value obtained for the HOMO energy is -0.468 Eh. The HOMO-LUMO gap is 9.022 eV. As for the charge: +1.

Positions of all 15 atoms, in Å:
C: -0.26 0.33 -1.25
C: 0.86 0.65 -0.20
S: 1.26 2.52 -0.41
N: -0.95 -0.94 -0.89
H: -0.04 0.11 -2.32
H: -1.06 1.09 -1.15
H: 1.78 0.07 -0.14
H: 0.34 0.76 0.81
H: 2.64 2.45 -0.32
H: -1.95 -0.85 -0.72
H: -0.55 -1.25 0.08
H: -0.59 -1.74 -1.41
H: -0.08 -0.49 3.03
H: -0.89 -1.77 2.58
O: -0.50 -0.94 2.29

Arrangement 2

A cluster of 2 separate species, C2H10NOS in total. Source: the Open Molecules 2025 dataset; level of theory: the ωB97M-V functional and the def2-TZVPD basis.

The value obtained for the HOMO energy is -0.481 Eh. The HOMO-LUMO gap is 9.427 eV. As for the charge: +1.

Positions of all 15 atoms, in Å:
C: -0.60 -0.58 0.25
C: -1.77 0.36 0.22
S: -3.18 -0.45 1.12
N: 0.27 -0.35 -0.94
H: -0.94 -1.60 0.00
H: -0.07 -0.43 1.27
H: -1.82 0.34 -0.88
H: -1.51 1.24 0.78
H: -2.72 -0.11 2.33
H: 0.56 -1.04 -1.55
H: 1.29 0.01 -0.70
H: -0.20 0.33 -1.56
H: 4.15 0.26 -0.07
H: 3.25 1.43 -0.35
O: 3.29 0.58 0.08

Which structure is most stable? arrangement 1, by 0.407 eV over the runner-up.

Arrangement 1

The molecule C17H22N2O4. Source: the Open Molecules 2025 dataset; level of theory: the ωB97M-V functional and the def2-TZVPD basis.

Its SMILES is CCCCOCCCNC(=O)CN1C(=O)c2ccccc2C1=O. The value obtained for the HOMO energy is -0.350 Eh. The HOMO-LUMO gap is 8.855 eV. As for the charge: 0.

Positions of all 45 atoms, in Å:
C: -0.47 -0.77 5.13
C: -0.83 -0.74 3.65
C: -0.02 0.29 2.88
C: -0.34 0.27 1.39
O: -0.10 -0.97 0.77
C: 1.26 -1.21 0.44
C: 1.44 -2.67 0.01
C: 0.29 -3.16 -0.89
N: -0.10 -2.16 -1.86
C: 0.41 -2.10 -3.10
O: 1.11 -2.95 -3.60
C: -0.02 -0.84 -3.88
N: -0.13 0.33 -3.05
C: -1.34 0.82 -2.57
O: -2.42 0.34 -2.81
C: -0.99 2.00 -1.74
C: -1.79 2.86 -1.02
C: -1.16 3.87 -0.30
C: 0.21 4.02 -0.32
C: 1.02 3.15 -1.06
C: 0.40 2.14 -1.76
C: 0.97 1.06 -2.60
O: 2.11 0.82 -2.87
H: -1.07 -1.51 5.65
H: 0.58 -1.02 5.26
H: -0.65 0.20 5.58
H: -0.66 -1.72 3.21
H: -1.90 -0.51 3.54
H: -0.23 1.30 3.26
H: 1.05 0.10 3.03
H: -1.41 0.46 1.24
H: 0.22 1.07 0.87
H: 1.57 -0.54 -0.37
H: 1.91 -1.02 1.31
H: 2.38 -2.75 -0.53
H: 1.48 -3.32 0.88
H: -0.59 -3.38 -0.28
H: 0.60 -4.05 -1.44
H: -0.65 -1.40 -1.49
H: 0.73 -0.66 -4.66
H: -1.00 -1.03 -4.34
H: -2.86 2.74 -1.01
H: -1.76 4.56 0.27
H: 0.67 4.82 0.24
H: 2.09 3.26 -1.08

Arrangement 2

The molecule C17H22N2O4. Source: the Open Molecules 2025 dataset; level of theory: the ωB97M-V functional and the def2-TZVPD basis.

Its SMILES is COC(=O)CCCNC(=O)CN1C[C@@H](c2ccccc2)CC1=O. The value obtained for the HOMO energy is -0.343 Eh. The HOMO-LUMO gap is 9.951 eV. As for the charge: 0.

Positions of all 45 atoms, in Å:
C: -3.60 -3.37 -2.00
O: -3.30 -3.27 -0.61
C: -4.22 -2.71 0.18
O: -5.31 -2.37 -0.19
C: -3.69 -2.57 1.59
C: -3.73 -1.10 2.03
C: -3.03 -0.18 1.03
N: -1.71 -0.67 0.70
C: -1.31 -0.92 -0.55
O: -1.96 -0.67 -1.55
C: 0.09 -1.55 -0.62
N: 1.12 -0.69 -0.11
C: 1.88 0.19 -0.97
C: 3.01 0.71 -0.07
C: 3.39 2.14 -0.36
C: 4.68 2.47 -0.73
C: 5.03 3.79 -0.99
C: 4.09 4.79 -0.88
C: 2.79 4.47 -0.52
C: 2.44 3.16 -0.26
C: 2.48 0.50 1.35
C: 1.36 -0.51 1.20
O: 0.75 -1.06 2.10
H: -3.24 -2.47 -2.50
H: -4.68 -3.47 -2.14
H: -3.08 -4.25 -2.37
H: -2.68 -2.96 1.63
H: -4.33 -3.16 2.26
H: -4.77 -0.77 2.12
H: -3.26 -1.01 3.01
H: -3.59 -0.13 0.10
H: -2.96 0.83 1.45
H: -1.09 -0.91 1.47
H: 0.31 -1.80 -1.66
H: 0.07 -2.47 -0.02
H: 1.24 1.00 -1.34
H: 2.26 -0.37 -1.83
H: 3.90 0.08 -0.22
H: 5.43 1.69 -0.81
H: 6.05 4.02 -1.27
H: 4.36 5.82 -1.08
H: 2.05 5.25 -0.43
H: 1.43 2.93 0.03
H: 3.24 0.13 2.04
H: 2.07 1.41 1.78

Which structure is most stable? arrangement 2, by 0.249 eV over the runner-up.

Arrangement 1

A cluster of 6 separate species, C6H18N6O12 in total. Source: the Open Molecules 2025 dataset; level of theory: the ωB97M-V functional and the def2-TZVPD basis.

Its SMILES is C[N+](=O)[O-].C[N+](=O)[O-].C[N+](=O)[O-].C[N+](=O)[O-].C[N+](=O)[O-].C[N+](=O)[O-]. The value obtained for the HOMO energy is -0.392 Eh. The HOMO-LUMO gap is 10.390 eV. As for the charge: 0.

Positions of all 42 atoms, in Å:
C: 5.13 -4.12 0.43
N: 3.74 -3.75 0.75
O: 2.97 -3.52 -0.15
O: 3.51 -3.63 1.93
H: 5.38 -4.02 -0.62
H: 5.28 -5.16 0.75
H: 5.81 -3.59 1.08
C: -3.60 1.77 0.32
N: -4.23 3.01 -0.17
O: -3.80 4.05 0.25
O: -5.14 2.89 -0.96
H: -2.56 1.78 0.02
H: -4.16 0.90 0.00
H: -3.59 1.73 1.41
C: -2.07 -3.63 -1.42
N: -1.31 -3.94 -0.17
O: -1.59 -3.31 0.83
O: -0.41 -4.75 -0.24
H: -2.97 -3.17 -1.03
H: -2.12 -4.56 -1.97
H: -1.47 -2.88 -1.93
C: 0.44 4.57 -1.59
N: -0.40 3.68 -2.41
O: -1.51 3.44 -2.00
O: 0.06 3.20 -3.42
H: -0.23 4.94 -0.83
H: 0.79 5.37 -2.25
H: 1.30 4.04 -1.20
C: 0.88 -0.85 -1.54
N: 0.30 0.21 -0.63
O: -0.67 -0.06 0.04
O: 0.77 1.32 -0.75
H: 0.24 -0.77 -2.41
H: 0.79 -1.79 -1.01
H: 1.90 -0.54 -1.73
C: 0.82 1.41 2.77
N: -0.18 1.80 3.83
O: -0.82 2.83 3.65
O: -0.24 1.09 4.82
H: 1.79 1.23 3.21
H: 0.86 2.24 2.06
H: 0.35 0.55 2.29

Arrangement 2

A cluster of 6 separate species, C6H18N6O12 in total. Source: the Open Molecules 2025 dataset; level of theory: the ωB97M-V functional and the def2-TZVPD basis.

Its SMILES is C[N+](=O)[O-].C[N+](=O)[O-].C[N+](=O)[O-].C[N+](=O)[O-].C[N+](=O)[O-].C[N+](=O)[O-]. The value obtained for the HOMO energy is -0.396 Eh. The HOMO-LUMO gap is 10.632 eV. As for the charge: 0.

Positions of all 42 atoms, in Å:
C: 24.72 25.61 -9.19
N: 24.36 26.52 -10.32
O: 25.23 27.24 -10.71
O: 23.20 26.47 -10.74
H: 25.17 24.69 -9.57
H: 23.76 25.28 -8.81
H: 25.25 26.18 -8.43
C: 20.47 25.20 -8.91
N: 19.84 26.40 -9.64
O: 20.32 27.49 -9.35
O: 19.05 26.25 -10.49
H: 21.54 25.38 -8.85
H: 20.04 24.35 -9.43
H: 20.02 25.37 -7.94
C: 17.40 29.39 -12.79
N: 18.90 29.27 -12.55
O: 19.42 28.87 -13.53
O: 19.28 29.37 -11.40
H: 17.20 30.14 -13.55
H: 17.00 29.69 -11.82
H: 17.00 28.48 -13.23
C: 16.44 25.23 -7.37
N: 16.97 23.90 -6.75
O: 16.37 23.45 -5.79
O: 18.04 23.41 -7.19
H: 17.33 25.73 -7.74
H: 15.86 25.80 -6.64
H: 15.80 24.86 -8.18
C: 21.56 28.74 -6.81
N: 22.45 29.71 -6.22
O: 23.54 29.96 -6.71
O: 21.98 30.31 -5.28
H: 22.12 28.04 -7.44
H: 20.97 29.38 -7.46
H: 20.92 28.19 -6.12
C: 17.58 22.75 -11.86
N: 16.73 23.92 -11.47
O: 16.92 24.99 -12.05
O: 15.93 23.68 -10.61
H: 17.74 22.70 -12.94
H: 17.21 21.82 -11.42
H: 18.55 22.96 -11.42

Which structure is most stable? arrangement 1, by 0.933 eV over the runner-up.